A molecular structure, C7H18BrLiO3 in a non-equilibrium geometry, computed with the ωB97M-V functional and the def2-TZVPD basis.

XYZ file:
```
30
Properties=species:S:1:pos:R:3:nbo_charge:R:1
Br 2.844 2.115 -1.288 -0.957
O -0.100 0.976 0.552 -0.736
O 2.195 -1.099 0.932 -0.952
O 1.040 -1.300 -2.126 -0.944
C 2.686 -0.739 2.122 -0.015
C -0.257 -1.403 -2.445 -0.013
C 1.695 -0.957 3.280 -0.637
C -2.405 1.125 1.256 -0.629
C -1.229 1.824 0.573 0.113
C -0.526 -2.371 -3.617 -0.641
C -1.466 2.227 -0.864 -0.641
Li 1.384 0.061 -0.622 0.878
H -0.688 -0.410 -2.784 0.057
H 0.175 -2.150 -4.426 0.189
H 2.908 0.370 2.142 0.080
H 3.683 -1.183 2.373 0.071
H 0.776 -0.393 3.080 0.156
H -2.163 3.065 -0.946 0.180
H -1.533 -2.215 -4.046 0.149
H -3.304 1.744 1.198 0.184
H 0.232 0.753 1.428 0.494
H 2.099 -0.610 4.248 0.155
H -0.910 -1.720 -1.584 0.069
H -2.157 0.968 2.308 0.195
H -0.458 -3.421 -3.316 0.172
H 1.383 -2.005 3.352 0.180
H -2.572 0.154 0.790 0.220
H -1.850 1.387 -1.448 0.215
H -0.501 2.495 -1.299 0.265
H -0.981 2.712 1.176 0.140
```

Calculated values
highest occupied orbital energy	-0.2305	eV
Kohn-Sham gap	5.507	eV
total charge	-2

***

A single C3H5ClN2O2 molecule in a non-equilibrium geometry, computed with the ωB97M-V functional and the def2-TZVPD basis.

XYZ file:
```
13
Properties=species:S:1:pos:R:3:nbo_charge:R:1
Cl -1.716 1.038 -1.284 -0.006
O -0.035 1.948 1.517 -0.268
O -1.286 -2.134 0.701 -0.267
N 0.829 1.324 0.995 0.178
N -1.822 -1.200 0.122 0.150
C -1.144 0.092 0.098 -0.194
C 0.436 0.046 0.343 -0.177
C 1.227 -0.202 -0.956 -0.638
H 0.630 -0.682 1.143 0.256
H -1.414 0.660 0.920 0.260
H 1.730 0.720 -1.425 0.247
H 0.459 -0.808 -1.463 0.232
H 2.107 -0.803 -0.711 0.226
```

Calculated values
highest occupied orbital energy	-9.5264	eV
Kohn-Sham gap	8.684	eV
SMILES string	C[C@@H](N=O)[C@@H](Cl)N=O

***

A molecular structure, C21H18BrInN7O8 in a non-equilibrium geometry, computed with the ωB97M-V functional and the def2-TZVPD basis.

XYZ file:
```
56
Properties=species:S:1:pos:R:3:nbo_charge:R:1
In 11.826 -12.722 6.950 1.966
Br 7.294 -17.405 -0.301 0.074
O 15.079 -9.976 8.223 -0.620
O 10.806 -12.481 8.959 -0.778
O 13.696 -11.857 8.117 -0.629
O 12.113 -11.559 4.978 -0.781
O 9.194 -11.189 9.898 -0.666
O 18.736 -17.564 6.579 -0.006
O 18.395 -18.753 6.671 0.007
O 11.627 -10.323 7.475 -0.543
N 7.583 -13.722 6.832 -0.623
N 12.658 -16.125 1.374 -0.225
N 9.948 -13.337 6.325 -0.754
N 12.954 -14.940 0.997 -0.199
N 13.263 -13.952 5.712 -0.591
N 5.322 -13.643 7.371 -0.778
N 6.841 -12.451 8.706 -0.757
C 6.625 -13.210 7.660 0.688
C 10.954 -10.082 8.738 -0.173
C 9.186 -17.365 -0.171 -0.087
C 8.810 -13.450 6.663 0.693
C 9.872 -18.195 0.765 -0.237
C 11.239 -16.167 -0.664 -0.192
C 12.622 -12.304 4.064 0.355
C 14.202 -15.697 3.734 -0.063
C 12.917 -9.669 7.409 -0.218
C 11.788 -16.756 0.478 0.093
C 13.134 -12.651 1.683 -0.150
C 11.241 -17.925 0.949 -0.178
C 9.900 -16.420 -0.920 -0.245
C 10.214 -11.357 9.202 0.771
C 13.299 -14.014 1.958 0.128
C 13.202 -13.584 4.353 0.123
C 14.507 -15.894 5.136 -0.261
C 13.630 -14.511 3.323 -0.092
C 12.728 -11.764 2.736 -0.290
C 13.923 -15.089 6.099 0.050
C 13.938 -10.634 7.894 0.815
H 13.173 -12.439 0.586 0.251
H 11.878 -15.467 -1.204 0.245
H 6.031 -12.243 9.290 0.414
H 13.056 -9.393 6.357 0.280
H 9.334 -15.904 -1.659 0.232
H 5.239 -13.938 6.410 0.422
H 11.790 -9.920 9.454 0.199
H 11.804 -18.550 1.604 0.223
H 7.789 -12.105 9.071 0.474
H 15.258 -16.693 5.365 0.249
H 4.476 -13.254 7.798 0.415
H 10.304 -9.255 8.622 0.222
H 15.618 -10.566 8.742 0.514
H 14.330 -16.494 2.984 0.266
H 12.903 -8.666 7.906 0.253
H 12.331 -10.718 2.736 0.249
H 9.291 -18.951 1.413 0.243
H 13.839 -15.381 7.152 0.221
```

Calculated values
highest occupied orbital energy (alpha / beta)	-9.3660 / -9.3660	eV
Kohn-Sham gap (alpha / beta)	5.816 / 5.815	eV
total charge	+1

***

6 unconnected molecules or ions with the total composition C20H52Br4N4O4 in a non-equilibrium geometry, computed with the ωB97M-V functional and the def2-TZVPD basis.

XYZ file:
```
84
Properties=species:S:1:pos:R:3:lowdin_charge:R:1
Br -2.905 -5.462 3.994 0.611
Br -1.579 4.151 -5.302 0.630
Br -5.641 -1.869 4.899 0.609
Br -5.990 3.903 -4.027 0.615
O 2.218 2.169 -1.970 -0.206
O -1.994 -0.040 -1.662 -0.197
O 3.178 0.559 -4.770 -0.174
O 0.511 -2.769 6.461 -0.200
N 3.334 -1.260 -2.520 0.061
N -2.383 -2.002 1.398 0.036
N 4.958 4.481 -1.163 0.032
N -0.742 -1.665 4.167 0.047
C -5.003 -3.712 4.732 -0.688
C -1.390 0.251 1.116 -0.061
C 2.761 1.804 -5.258 -0.118
C 5.273 2.262 -2.108 -0.049
C 0.995 1.891 -1.338 -0.112
C 0.723 -1.404 6.152 -0.218
C 3.047 2.963 -1.139 -0.210
C -0.488 -0.904 5.388 -0.426
C -2.390 -0.765 0.577 -0.412
C -2.084 -0.340 -3.029 -0.113
C -3.652 -3.660 4.101 -0.732
C -4.045 3.719 -4.024 -0.710
C 2.080 -0.229 -4.411 -0.237
C 1.472 -3.295 7.337 -0.111
C -2.100 -1.183 -0.844 -0.217
C 1.347 -2.380 -3.397 -0.068
C -3.499 4.002 -5.393 -0.737
C 4.286 3.393 -1.895 -0.439
C 2.539 -1.507 -3.745 -0.425
C -1.746 -0.891 6.271 -0.053
H -5.760 -4.239 4.161 0.055
H 2.509 3.832 -0.733 0.123
H -2.920 -1.826 -1.188 0.132
H 4.295 5.208 -0.915 0.063
H -0.378 -0.168 1.168 0.074
H -3.398 -0.355 0.661 0.140
H 0.823 -2.752 -4.276 0.081
H 5.641 4.914 -1.773 0.070
H -0.579 -2.650 4.398 0.079
H -2.096 -1.916 6.390 0.066
H 1.677 -3.212 -2.771 0.083
H 0.934 -0.818 7.057 0.125
H 1.171 1.234 -0.475 0.086
H 2.653 -0.931 -1.831 0.065
H 2.468 -3.274 6.880 0.090
H 5.691 1.939 -1.155 0.086
H -1.260 1.101 0.438 0.063
H 1.534 -0.550 -5.320 0.135
H 0.020 -1.510 3.507 0.079
H -1.560 -2.546 1.145 0.071
H -2.520 -0.317 5.763 0.069
H -3.672 -3.263 3.091 0.024
H -1.155 -1.748 -0.864 0.126
H 1.189 -4.329 7.535 0.090
H -3.676 4.416 -3.280 0.048
H 1.634 -1.327 5.531 0.127
H 3.912 3.743 -2.870 0.134
H 2.183 1.694 -6.186 0.090
H 6.057 2.550 -2.807 0.081
H 0.475 2.804 -1.025 0.095
H 2.125 2.311 -4.521 0.076
H -0.292 0.138 5.114 0.138
H 0.621 -1.848 -2.769 0.051
H -3.867 2.699 -3.701 0.041
H 1.369 0.344 -3.801 0.110
H -3.061 -0.781 -3.277 0.093
H -3.938 4.903 -5.819 0.051
H 3.598 2.467 -5.469 0.088
H -1.524 -0.435 7.234 0.080
H -2.952 -3.099 4.705 0.005
H -2.183 -1.759 2.370 0.026
H -1.978 0.593 -3.584 0.080
H -3.758 3.223 -6.108 0.059
H -1.326 -1.053 -3.375 0.070
H 4.746 1.406 -2.520 0.049
H 3.305 2.348 -0.257 0.136
H 3.845 -0.401 -2.705 0.035
H 0.330 1.386 -2.037 0.070
H -1.707 0.582 2.103 0.075
H -4.992 -4.128 5.735 0.053
H 1.492 -2.777 8.303 0.089
H 3.161 -2.035 -4.473 0.140
```

Calculated values
highest occupied orbital energy	-9.3480	eV
Kohn-Sham gap	9.831	eV
SMILES string	COC[C@H](C)N.COC[C@H](C)N.COC[C@H](C)N.COC[C@H](C)N.BrCCBr.BrCCBr

***

4 unconnected molecules or ions with the total composition C4H16O3S in a non-equilibrium geometry, computed with the ωB97M-V functional and the def2-TZVPD basis.

XYZ file:
```
24
Properties=species:S:1:pos:R:3:nbo_charge:R:1
S -0.030 -0.893 2.971 -0.030
O -3.834 1.523 0.652 -0.930
O -3.317 -4.049 0.765 -0.922
O 4.914 -2.475 -2.336 -0.939
C 0.364 -0.526 1.215 -0.516
C 0.089 0.922 0.728 -0.416
C 0.576 2.639 -1.272 -0.603
C 0.372 1.204 -0.770 -0.394
H -0.282 3.187 -0.887 0.199
H 5.126 -3.379 -2.074 0.470
H -3.771 1.929 -0.220 0.465
H -1.004 1.033 0.865 0.217
H 0.695 2.738 -2.349 0.217
H -3.992 2.296 1.207 0.466
H 1.245 0.608 -1.046 0.194
H 5.529 -2.256 -3.046 0.469
H 0.684 1.536 1.388 0.196
H -2.585 -3.415 0.772 0.463
H -0.475 0.718 -1.254 0.195
H 1.441 3.101 -0.801 0.204
H -2.768 -4.822 0.970 0.459
H 1.424 -0.808 0.967 0.207
H -0.135 -1.231 0.456 0.202
H -0.267 0.420 3.101 0.125
```

Calculated values
highest occupied orbital energy	-8.9581	eV
Kohn-Sham gap	9.653	eV
SMILES string	CCCCS.O.O.O

***

A molecular structure, C21H28F5O2Pt in a non-equilibrium geometry, computed with the ωB97M-V functional and the def2-TZVPD basis.

XYZ file:
```
57
Properties=species:S:1:pos:R:3:nbo_charge:R:1
Pt 0.503 -1.234 -0.750 0.777
F -0.510 -3.765 -3.122 -0.303
F -0.511 -4.331 -0.990 -0.325
F 0.927 -5.190 -2.355 -0.301
F 2.084 -2.729 -2.810 -0.315
F 2.137 -3.536 -0.735 -0.332
O -0.070 -1.614 -5.233 -0.543
O 0.438 0.598 -3.843 -0.550
C 1.353 1.347 -4.670 -0.056
C 0.248 2.355 -4.947 -0.453
C 1.038 -2.506 -5.414 -0.074
C 2.206 0.015 -0.536 -0.420
C -0.223 -0.960 -6.555 -0.079
C 1.132 1.219 1.165 -0.192
C 1.314 -2.962 -1.696 0.381
C -2.528 0.165 -0.704 -0.130
C -2.379 0.639 0.637 -0.243
C 0.283 -4.044 -2.061 0.897
C 1.372 -2.694 -6.896 -0.436
C 0.455 -1.733 -7.666 -0.438
C -1.006 2.284 -2.768 -0.620
C -0.673 1.522 -4.010 0.270
C -1.135 -1.327 0.442 -0.444
C 1.687 1.287 -1.064 -0.037
C -1.919 0.826 -4.486 -0.624
C -1.799 -1.030 -0.863 -0.183
C -1.520 -0.204 1.311 -0.048
C 1.040 1.979 -0.029 -0.242
C 1.786 -0.003 0.889 -0.156
H 1.959 1.670 -2.038 0.244
H -1.195 -0.133 2.331 0.234
H -1.855 -1.697 -1.718 0.274
H -1.280 -0.777 -6.805 0.188
H -0.113 2.761 -2.380 0.195
H -0.257 -2.297 -8.272 0.217
H -1.043 -2.313 0.899 0.284
H -2.680 1.558 -4.762 0.219
H 0.593 2.968 -0.099 0.250
H -2.895 1.500 1.046 0.253
H 3.089 -0.485 -0.918 0.283
H -3.145 0.599 -1.478 0.249
H 2.093 -0.745 1.630 0.260
H 1.022 -1.074 -8.334 0.221
H 0.229 0.052 -6.398 0.157
H 1.698 0.714 -5.529 0.188
H 1.893 -2.051 -4.893 0.167
H 0.404 3.304 -4.398 0.213
H -2.345 0.197 -3.706 0.195
H -1.763 3.031 -3.021 0.231
H -1.407 1.605 -2.004 0.202
H 1.247 -3.736 -7.233 0.223
H 0.796 1.563 2.142 0.246
H -1.742 0.207 -5.357 0.237
H 0.051 2.404 -6.016 0.231
H 2.401 -2.365 -7.076 0.212
H 0.760 -3.451 -4.919 0.189
H 2.199 1.703 -4.080 0.159
```

Calculated values
highest occupied orbital energy (alpha / beta)	-11.4183 / -11.4177	eV
Kohn-Sham gap (alpha / beta)	8.537 / 4.726	eV
spin multiplicity	5
total charge	+1

***

2 unconnected molecules or ions with the total composition C7H12O in a non-equilibrium geometry, computed with the ωB97M-V functional and the def2-TZVPD basis.

XYZ file:
```
20
Properties=species:S:1:pos:R:3:nbo_charge:R:1
O -3.222 -0.067 0.677 -0.785
C 2.614 -1.439 -0.161 0.255
C 3.777 -1.440 -0.877 -0.442
C -1.272 1.252 -0.548 -0.424
C 1.106 0.598 0.455 0.041
C 1.628 -0.747 0.461 -0.400
C -0.404 0.723 0.702 -0.486
C -2.502 0.324 -0.643 -0.201
H 4.059 -0.681 -1.643 0.251
H -0.755 -0.309 0.784 0.229
H -0.699 1.200 1.684 0.264
H -3.262 0.642 -1.409 0.212
H 4.502 -2.246 -0.823 0.245
H -2.267 -0.774 -0.849 0.211
H -1.403 2.305 -0.374 0.272
H -3.107 1.018 0.497 0.463
H 1.717 1.511 0.243 0.218
H -3.020 2.626 0.525 -0.381
H -0.651 1.069 -1.471 0.211
H 0.976 -1.451 1.080 0.248
```

Calculated values
highest occupied orbital energy	-6.3259	eV
Kohn-Sham gap	2.931	eV

***

ΔE to the lowest compared entry with this formula, charge and spin, record by record: 0.0 150.3 21.4 0.0 24.4 36.0 282.4 kcal/mol